Formula: C3H8CsO
Source: OMol25
Level of theory: ωB97M-V with the def2-TZVPD basis set

Atoms and positions in Å:
Cs  -3.9311  -0.6763  0.1663
C  1.1370  0.7586  -0.6632
C  0.0336  -0.2061  -0.3033
C  0.1841  -0.7778  1.0893
O  -1.2487  0.4771  -0.3549
H  1.0051  1.1494  -1.6753
H  2.1067  0.2620  -0.6411
H  1.1654  1.5824  0.0514
H  0.0244  -1.0266  -1.0275
H  -0.0353  -0.0067  1.8300
H  1.2038  -1.1215  1.2478
H  -0.4871  -1.6241  1.2509
H  -1.1579  1.2096  -0.9705

**Gap between HOMO and LUMO**: 10.599 eV
**E_LUMO**: -3.636 eV
**Electronic energy**: -214.289861 Ha
**Charge**: +1
**Relative energy (zero: lowest compared OMol25 entry of this formula, charge and spin)**: 0.0 kcal per mole

***

Formula: C3H8FN
Source: OMol25
Level of theory: ωB97M-V with the def2-TZVPD basis set

Atoms and positions in Å:
H  0.0709  1.6857  -0.2527
N  0.0502  1.2582  0.6632
C  0.8076  0.3086  0.8653
C  1.2020  -0.4320  2.0506
F  1.6390  -0.1317  -0.1920
H  1.9831  -1.2228  1.8087
H  1.6341  0.3009  2.6527
H  0.2719  -0.9690  2.4842
C  -1.5276  -0.1543  -1.9540
H  -2.0750  -1.0925  -1.9286
H  -1.5041  0.0277  -2.9685
H  -2.0606  0.7234  -1.4676
H  -0.4915  -0.3023  -1.7614

**SMILES**: [H]/N=C(/C)F.C
**Gap between HOMO and LUMO**: 11.913 eV
**E_LUMO**: 1.012 eV
**Electronic energy**: -273.691184 Ha
**Relative energy (zero: lowest compared OMol25 entry of this formula, charge and spin)**: 15.4 kcal per mole

***

HOMO values (in eV) by entry order: -14.235, -10.901.